70
Properties=species:S:1:pos:R:3:forces:R:3:nbo_charge:R:1 method="wB97M-V/def2-TZVPD" charge=-1 gap_ev="7.577 / 7.919" lumo_energy_ev="2.6 / 2.6" s_squared=8.7558 mol_weight_g_mol=668.5 e_tot_ev=-107470.55293 multiplicity=6
P 2.105 0.699 2.391 -0.434 0.152 0.286 0.817
H -3.044 1.096 -5.175 0.471 1.019 0.371 0.221
C -3.485 0.178 -5.452 -0.193 -1.416 -0.461 -0.385
H -0.024 3.786 -3.441 0.089 0.555 0.014 0.204
H -2.427 -0.270 4.155 -1.121 -0.851 -0.029 0.206
H 3.824 3.552 -1.579 1.280 0.330 0.340 0.212
C 1.765 -0.324 0.911 -0.274 -1.013 -0.720 -1.105
C -1.957 1.809 4.277 -0.831 -1.200 -1.091 -0.207
C -2.096 -0.886 -3.628 -0.720 1.725 -0.882 0.773
H -3.378 2.790 1.026 -0.676 1.953 0.264 0.201
H 2.775 -0.379 0.330 -1.774 -0.706 0.998 0.289
C -2.988 1.850 0.870 2.306 -3.049 -0.727 -0.197
C -2.456 -1.990 -5.771 1.306 0.336 2.531 0.084
H 0.961 2.980 3.209 0.776 1.122 -0.202 0.215
Mn 0.662 -1.981 -2.108 -0.258 -0.667 0.138 1.491
H -0.447 -1.024 3.084 0.287 0.805 0.151 0.220
H 2.840 -1.361 6.915 -0.226 0.557 -0.362 0.202
C 0.159 2.329 3.399 1.247 -1.426 -0.598 -0.223
H -1.282 -3.675 -6.111 -0.098 -0.486 -0.056 0.221
N 0.942 -3.710 0.166 1.341 1.559 -1.865 0.337
C -1.736 0.460 3.853 -0.493 1.982 1.684 -0.216
C -1.613 -2.961 -5.383 0.006 -0.339 -1.126 -0.403
S 4.327 0.341 -3.894 0.748 0.762 -0.249 -0.272
C -0.547 0.054 3.325 -0.316 -1.402 -0.471 -0.147
O 2.013 -3.117 -0.164 -1.094 -1.062 1.003 -0.534
H -3.952 -1.417 0.851 0.301 0.293 -0.341 0.207
H -3.378 0.044 -6.561 -0.788 0.488 0.928 0.188
H -2.942 2.154 4.640 0.715 -0.522 0.090 0.210
H -4.518 0.147 -5.049 0.429 0.058 -0.585 0.200
C 0.406 1.000 3.069 1.447 0.735 -0.365 -0.319
C -3.265 -0.572 0.712 -1.396 0.033 0.657 -0.218
H 3.608 -3.490 6.155 -0.171 0.876 -1.460 0.214
H 2.854 -2.136 2.017 0.344 -0.335 -0.393 0.250
C -1.143 0.378 0.237 0.182 -0.883 -0.472 -0.351
C 1.015 1.694 -1.074 -0.166 -0.392 -0.711 -0.372
N 2.377 -1.376 -2.944 0.247 0.435 0.010 -0.779
C -1.637 1.638 0.483 -3.350 -2.451 1.085 -0.176
C -3.761 0.721 1.005 -0.647 0.019 -0.711 -0.211
H 3.688 -3.847 3.585 0.019 0.105 -0.082 0.211
O 0.025 -3.447 -0.678 -0.469 -0.487 0.784 -0.620
C 3.354 -2.712 5.371 -0.091 1.191 -0.398 -0.227
C -0.841 -2.824 -4.186 -1.771 2.406 0.262 0.613
N -2.691 -0.929 -4.930 -0.164 -0.812 -0.517 -0.435
O 0.114 -3.493 -3.890 2.081 -1.777 0.616 -0.663
C 3.189 -0.613 -3.308 -0.513 -0.810 -0.009 0.180
C 3.407 -2.868 3.967 -0.416 -1.366 0.999 -0.199
C 2.902 -1.438 5.826 0.352 -1.812 0.056 -0.215
C -0.983 2.731 3.990 -1.180 1.439 1.296 -0.217
H -1.083 2.449 0.379 2.783 3.406 -0.481 0.203
P 0.531 0.056 -0.446 0.202 0.724 0.552 0.832
H 2.113 0.436 5.421 0.092 0.358 -0.616 0.218
H -2.858 -1.977 -6.734 -0.815 0.160 -1.265 0.195
C 0.629 3.425 -2.658 -0.228 -0.365 -1.067 -0.222
H -0.791 1.818 -2.249 0.270 0.241 -0.147 0.252
C 2.942 -1.913 3.057 1.006 0.305 1.523 -0.262
O -2.438 0.060 -2.921 0.008 -0.043 0.235 -0.693
C 2.815 3.274 -1.599 -3.262 -0.282 -1.007 -0.205
H 2.241 4.725 -3.095 0.498 1.104 -0.776 0.202
C 0.185 2.270 -2.048 0.301 0.029 1.122 -0.196
C 2.520 -0.445 4.938 0.651 -0.452 0.199 -0.256
C 2.295 2.186 -0.873 0.169 0.861 -1.065 -0.133
C -1.982 -0.765 0.284 0.387 1.766 0.282 -0.127
C 2.638 -0.648 3.538 -1.410 0.321 0.518 -0.213
H -1.083 3.773 4.328 -0.098 -0.421 -0.345 0.205
H -1.604 -1.692 -0.081 0.090 -0.763 0.078 0.227
H 2.927 1.620 -0.253 0.904 -0.324 0.843 0.198
N -1.144 -1.760 -3.348 0.443 -1.135 0.063 -0.781
C 1.925 3.917 -2.511 0.276 -1.851 2.022 -0.200
H -4.828 0.934 1.114 0.181 -0.697 0.478 0.201
H 1.329 -1.334 1.266 1.208 1.388 -0.824 0.279